Record 1
ORCA calculation (wB97M-V/def2-TZVPD) on a structure of composition C16H28AsF12INO11P2 in a non-equilibrium geometry.

Each line ends with the Mulliken charge.
Geometry (Å):
I 3.4363 0.2701 1.0256  -0.30
As -0.1705 -0.6262 0.3369  -0.11
P -1.3832 -1.0352 -1.5669  0.90
P 1.8196 -0.4183 -0.7657  0.26
F 1.4619 4.2627 -2.1070  -0.25
F -2.2815 1.9407 1.9420  -0.24
F 10.8456 1.4885 -3.0572  -0.24
F -0.0740 2.7379 -2.3601  -0.17
F 11.2656 0.0028 -1.5170  -0.25
F -3.0970 -6.4082 6.7407  -0.24
F -2.9927 -0.1180 2.0066  -0.40
F -0.9481 -6.0617 6.6406  -0.24
F 10.5375 -0.6280 -3.4737  -0.24
F -1.9755 -7.0234 4.9744  -0.25
F -2.5147 0.9283 3.8595  -0.28
F -0.6194 4.7263 -1.6492  -0.25
O 2.4534 -1.9670 -1.2893  -0.54
O -5.3650 0.5724 3.1340  -0.24
O 8.3483 1.4769 -1.7779  -0.51
O -2.8709 -0.0954 -1.4480  -0.63
O 8.4299 -0.8162 -1.7715  -0.30
O -0.5180 -0.6460 -3.0427  -0.49
O -3.4214 -4.0888 5.1954  -0.52
O 0.6892 5.2842 -4.6035  -0.53
O -1.1841 -4.1822 4.6946  -0.32
O -4.9056 2.7389 2.5339  -0.55
O -1.2199 4.0190 -4.4628  -0.28
N -1.8359 -2.5946 -1.6076  -0.91
C 10.3885 0.3268 -2.5105  0.83
C -7.4742 0.9142 1.9826  -1.13
C -1.5746 4.4179 -5.7955  -0.20
C 8.9524 0.4308 -1.9981  0.38
C -2.0936 -6.0284 5.9002  0.82
C 0.1825 4.0666 -2.5340  0.84
C -0.8488 3.5626 -6.8177  -1.07
C -2.3393 -4.6662 5.2521  0.39
C -6.7457 0.9220 3.3139  -0.21
C -3.0910 1.0898 2.6336  1.17
C -1.2220 -1.7745 4.9993  -1.05
C -0.0458 4.5296 -3.9726  0.34
C 6.0770 -0.6999 -2.3563  -0.87
C 7.0959 -0.8556 -1.2423  -0.17
C -4.5326 1.5868 2.7369  0.09
C -1.2913 -2.9243 4.0111  -0.01
H -1.5257 -0.6659 1.1503  -0.11
H 6.2420 -1.4500 -3.1369  0.31
H 0.5910 -0.4884 1.7016  0.02
H -1.0361 2.4995 -6.6331  0.27
H 5.0598 -0.8092 -1.9694  0.15
H 0.0019 -2.1841 0.5074  -0.08
H -1.1047 -0.0457 -3.6264  0.25
H 6.1620 0.2809 -2.8352  0.29
H -2.2037 -2.8827 3.4060  0.29
H -2.0721 -1.7945 5.6889  0.32
H -1.4655 -3.1359 -0.7968  0.26
H -6.8433 1.8877 3.8223  0.32
H -8.5426 1.1013 2.1241  0.38
H -0.4442 -2.8646 3.3203  0.20
H -3.6513 -0.7525 -1.5064  0.33
H -2.6547 4.2695 -5.8949  0.32
H 0.2345 3.7093 -6.7579  0.31
H -1.2227 -0.8136 4.4767  0.26
H -1.3807 5.4850 -5.9507  0.32
H -1.1761 3.8089 -7.8318  0.37
H -0.3542 0.9192 0.2101  0.05
H 6.9604 -0.0984 -0.4620  0.33
H 6.9712 -1.8336 -0.7665  0.26
H -7.1819 0.1655 3.9741  0.32
H -0.3157 -1.8453 5.6099  0.33
H -7.0747 1.6792 1.3091  0.31
H 2.0266 -2.7298 -0.7989  0.31
H -7.3468 -0.0501 1.4793  0.30

Forces on atoms 1 to 6 (eV/Å):
I -0.2 -0.3 0.0
As -0.9 0.1 4.5
P -2.2 -2.5 -2.2
P 2.9 -0.7 -2.7
F -1.2 0.1 -1.0
F -1.4 -0.6 0.8

multiplicity: 1
E: -161184.5349 eV
charge: -1
orbital gap: 6.454 eV

---

Record 2
ORCA calculation (wB97M-V/def2-TZVPD) on a structure of composition C16H28AsN4O4Ru in a non-equilibrium geometry.

Each line ends with the Mulliken charge.
Geometry (Å):
Ru 0.0222 -0.1961 0.5080  0.42
As 0.1672 -0.0417 2.9504  0.98
O 1.7723 -6.7283 2.0052  -0.59
O 0.9069 -8.4104 0.9722  -0.56
O 0.3918 -2.1782 1.0087  -0.71
O -0.7658 -1.7699 -0.7640  -0.91
N -2.0025 -0.0281 0.9645  0.03
N -0.2775 1.7686 -0.3295  -0.45
N 1.1105 -7.2296 1.1192  1.02
N 1.9663 -0.3615 -0.2788  -0.43
C -0.3332 -4.0834 -0.2541  0.45
C -0.6155 -1.6150 3.7302  -1.05
C -0.7764 1.4380 3.7504  -1.17
C 0.3150 -6.3016 0.2811  -0.29
C -0.2420 -2.6439 -0.0048  1.27
C -0.4889 -6.8132 -0.7215  -0.48
C 0.4083 -4.9525 0.5388  -0.29
C 1.9266 0.0460 3.7357  -1.19
C 3.0580 0.5503 0.1985  -0.74
C 0.8108 2.3912 -1.1451  -0.75
C -1.2250 -5.9331 -1.5053  -0.67
C -3.1407 -0.1279 1.0447  0.29
C 1.9918 2.8674 -0.3126  -0.83
C 2.5393 1.8824 0.7151  0.31
C -4.5849 -0.2454 1.1521  -1.09
C -1.1470 -4.5698 -1.2782  -0.58
H -1.8553 -6.3172 -2.2947  0.44
H 2.7794 3.1671 -1.0071  0.35
H -0.0105 -2.4822 3.4837  0.32
H -0.6470 -1.4687 4.8093  0.46
H -1.6248 -1.7546 3.3492  0.35
H 1.7702 1.6859 1.4700  -0.71
H 2.2577 -1.3296 -0.1542  0.33
H 1.8622 -0.2452 -1.2856  0.38
H -1.0796 1.6539 -0.9485  0.35
H -0.3218 2.3812 3.4503  0.40
H 1.0481 -4.6022 1.3349  0.64
H 1.8153 -0.0792 4.8125  0.47
H -1.8229 1.4253 3.4560  0.35
H 1.7033 3.7794 0.2163  0.35
H -0.5967 2.4298 0.3766  0.28
H -0.7041 1.3420 4.8333  0.45
H -1.7060 -3.8768 -1.8924  0.47
H 2.3926 1.0075 3.5341  0.40
H 2.5455 -0.7607 3.3465  0.36
H 1.1038 1.6591 -1.8990  0.31
H 0.3983 3.2411 -1.6899  0.46
H -5.0381 0.7440 1.1005  0.34
H -0.5274 -7.8820 -0.8777  0.53
H 3.7693 0.7006 -0.6151  0.41
H -4.9565 -0.8568 0.3303  0.35
H -4.8447 -0.7151 2.1001  0.31
H 3.3575 2.3682 1.2496  0.47
H 3.5861 0.0295 0.9955  0.39

Forces on atoms 1 to 6 (eV/Å):
Ru -0.3 -0.2 0.0
As 0.2 0.2 0.1
O 0.4 0.0 -0.3
O 0.3 0.0 -0.3
O -0.1 0.0 0.0
O 0.2 0.3 -0.1

multiplicity: 2
expectation value of S²: 0.754
energy above the lowest of the compared OMol25 structures with the same formula, charge and spin: 0.0 kcal per mole
E: -94601.7130 eV
charge: +2
orbital gap (alpha / beta): 8.418 / 7.254 eV

---

Record 3
ORCA calculation (wB97M-V/def2-TZVPD) on a structure of composition C16H28AsN4O4Ru.

Each line ends with the Mulliken charge.
Geometry (Å):
Ru 0.6117 -1.6261 0.2528  0.43
As -2.6246 1.2175 -0.5460  0.62
O 0.7202 4.6698 3.1413  -0.59
O 1.4199 6.3752 2.0173  -0.58
O 0.2600 0.2818 1.0567  -0.89
O 0.6694 0.0547 -1.0560  -0.78
N 2.6657 -1.1526 0.5406  -0.33
N 0.8007 -3.2527 1.6280  -0.49
N -1.3739 -2.1803 0.0855  -0.23
N 1.1065 5.2138 2.1276  1.03
C 3.3380 -3.4265 -0.0774  -0.66
C -2.4427 -2.5910 0.1606  0.45
C 0.9861 2.2431 -0.1222  0.23
C 0.6156 0.8176 -0.0461  1.47
C 3.6032 -1.9502 -0.2953  -0.79
C 1.4255 2.7903 -1.3289  -0.74
C -4.1135 1.2888 0.6686  -1.01
C 1.6657 4.9326 -0.2640  -0.44
C 1.2269 4.3636 0.9180  -0.24
C 1.9067 -3.8287 -0.4745  -0.53
C 1.0583 -4.3671 0.6768  -0.83
C -3.7991 -3.1207 0.2265  -1.03
C -2.1718 3.0077 -1.0793  -1.14
C 0.8903 3.0304 1.0206  -0.43
C 1.7657 4.1316 -1.3956  -0.71
C -3.0280 0.1694 -2.1124  -0.96
H 1.5429 -5.2174 1.1598  0.45
H 2.1139 4.5592 -2.3253  0.47
H 2.8370 -0.1642 0.3639  0.33
H 1.9124 -4.5609 -1.2819  0.51
H 4.0649 -4.0054 -0.6455  0.36
H -2.2065 -0.5184 -2.3055  0.30
H -3.9559 -0.3757 -1.9516  0.39
H -3.8413 -4.0783 -0.2911  0.36
H 3.5232 -3.6734 0.9739  0.36
H -4.9717 1.6695 0.1101  0.42
H -3.0857 3.4550 -1.4782  0.48
H 1.4204 -2.9482 -0.9876  0.59
H 0.0928 -4.7018 0.3002  0.35
H 2.9134 -1.2781 1.5207  0.27
H -4.0925 -3.2631 1.2656  0.33
H -3.1352 0.8559 -2.9518  0.42
H 1.5050 2.1558 -2.2020  0.51
H 1.5717 -3.1448 2.2809  0.26
H -1.8221 3.5752 -0.2194  0.36
H -1.4019 2.9712 -1.8475  0.38
H 3.4202 -1.6768 -1.3350  0.35
H -4.4964 -2.4349 -0.2522  0.27
H 4.6360 -1.6971 -0.0539  0.48
H -4.3325 0.2973 1.0571  0.34
H -3.8715 1.9629 1.4872  0.39
H 0.5625 2.6225 1.9659  0.64
H -0.0090 -3.4601 2.2048  0.25
H 1.9234 5.9821 -0.2847  0.55

Forces on atoms 1 to 6 (eV/Å):
Ru 0.7 -0.3 -0.1
As 0.0 0.2 -0.1
O -0.1 0.0 -0.1
O -0.1 0.0 0.0
O 0.0 -0.2 0.2
O 0.0 0.0 -0.1

multiplicity: 2
expectation value of S²: 0.752
energy above the lowest of the compared OMol25 structures with the same formula, charge and spin: 37.0 kcal per mole
E: -94600.1099 eV
charge: +2
orbital gap (alpha / beta): 9.085 / 5.775 eV

---

Record 4
ORCA calculation (wB97M-V/def2-TZVPD) on a structure of composition C16H28Cl2IrN2O3Si2.

Each line ends with the Mulliken charge.
Geometry (Å):
Ir -0.2961 -0.1249 -1.5954  1.75
Cl -0.8889 -0.4122 -4.2560  -0.09
Cl -1.0264 -2.4054 -2.1951  -0.16
Si -2.0623 -0.3334 1.3414  0.20
Si 1.2729 -0.3532 1.3510  0.24
O -2.2842 0.1923 -1.5876  -0.88
O 1.7705 -0.2508 -1.8115  -0.45
O -4.1255 -0.5138 -2.6681  -0.59
N -0.0845 1.7762 -1.0553  -0.33
N 2.2627 -2.2517 -2.7531  -0.13
C -3.3226 1.0403 1.2029  -1.11
C -2.9438 -0.5005 -2.4643  0.20
C 1.5995 -2.1470 0.9019  -1.02
C 2.6037 -1.1064 -2.1685  0.81
C 4.0566 -0.8459 -1.9321  -1.31
C 1.3223 -0.2163 3.2171  -1.24
C -0.2959 1.6437 0.2643  -0.93
C -0.2101 4.0068 0.4735  -0.49
C -2.0444 -1.4171 -3.3385  0.15
C 0.0113 4.1102 -0.8995  -0.89
C 0.0607 2.9598 -1.6548  -0.21
C -0.3771 0.1786 0.5141  1.27
C -2.7006 -1.9618 0.6818  -1.05
C -1.8720 -0.6286 3.1830  -1.32
C 2.6304 0.8481 0.8517  -1.02
C -0.3714 2.7698 1.0716  -0.66
H -3.5194 1.3581 0.1827  0.29
H 2.9652 -2.9111 -3.0409  0.21
H -1.9622 -2.7585 0.8077  0.31
H -2.6024 -2.0742 -3.9953  0.49
H 4.2769 -1.0894 -0.8914  0.18
H 2.6361 -2.4263 1.1058  0.39
H -3.0236 -1.9379 -0.3565  0.35
H -1.3504 -1.5541 3.4186  0.30
H 2.3775 -0.2874 3.4990  0.41
H 0.7843 -0.9937 3.7486  0.36
H 2.6652 1.1170 -0.1994  0.24
H -1.3907 0.1871 3.7224  0.39
H 3.6011 0.4360 1.1414  0.44
H 0.1344 5.0718 -1.3746  0.47
H 4.2637 0.2111 -2.0777  0.28
H 0.9705 -2.7927 1.5204  0.37
H 0.9679 0.7528 3.5732  0.36
H 4.6934 -1.4444 -2.5794  0.53
H 1.2966 -2.4674 -2.9392  0.08
H -3.0330 1.9115 1.7946  0.34
H -0.2597 4.9044 1.0756  0.50
H -0.5508 2.6725 2.1337  0.58
H -2.8881 -0.7213 3.5780  0.40
H 1.3798 -2.3814 -0.1397  0.24
H 2.5015 1.7654 1.4326  0.37
H -4.2589 0.6686 1.6290  0.47
H -3.5728 -2.2344 1.2813  0.42
H 0.2130 2.9612 -2.7250  0.50

Forces on atoms 1 to 6 (eV/Å):
Ir -0.1 0.2 0.1
Cl 0.0 -0.1 0.0
Cl -0.1 0.0 0.0
Si 0.0 0.0 0.0
Si 0.0 0.0 0.0
O 0.0 -0.1 -0.1

multiplicity: 1
energy above the lowest of the compared OMol25 structures with the same formula, charge and spin: 13.9 kcal per mole
E: -69805.3267 eV
charge: +1
orbital gap: 8.769 eV

---

Repeat the fourth record exactly.
ORCA calculation (wB97M-V/def2-TZVPD) on a structure of composition C16H28Cl2IrN2O3Si2.

Each line ends with the Mulliken charge.
Geometry (Å):
Ir -0.2961 -0.1249 -1.5954  1.75
Cl -0.8889 -0.4122 -4.2560  -0.09
Cl -1.0264 -2.4054 -2.1951  -0.16
Si -2.0623 -0.3334 1.3414  0.20
Si 1.2729 -0.3532 1.3510  0.24
O -2.2842 0.1923 -1.5876  -0.88
O 1.7705 -0.2508 -1.8115  -0.45
O -4.1255 -0.5138 -2.6681  -0.59
N -0.0845 1.7762 -1.0553  -0.33
N 2.2627 -2.2517 -2.7531  -0.13
C -3.3226 1.0403 1.2029  -1.11
C -2.9438 -0.5005 -2.4643  0.20
C 1.5995 -2.1470 0.9019  -1.02
C 2.6037 -1.1064 -2.1685  0.81
C 4.0566 -0.8459 -1.9321  -1.31
C 1.3223 -0.2163 3.2171  -1.24
C -0.2959 1.6437 0.2643  -0.93
C -0.2101 4.0068 0.4735  -0.49
C -2.0444 -1.4171 -3.3385  0.15
C 0.0113 4.1102 -0.8995  -0.89
C 0.0607 2.9598 -1.6548  -0.21
C -0.3771 0.1786 0.5141  1.27
C -2.7006 -1.9618 0.6818  -1.05
C -1.8720 -0.6286 3.1830  -1.32
C 2.6304 0.8481 0.8517  -1.02
C -0.3714 2.7698 1.0716  -0.66
H -3.5194 1.3581 0.1827  0.29
H 2.9652 -2.9111 -3.0409  0.21
H -1.9622 -2.7585 0.8077  0.31
H -2.6024 -2.0742 -3.9953  0.49
H 4.2769 -1.0894 -0.8914  0.18
H 2.6361 -2.4263 1.1058  0.39
H -3.0236 -1.9379 -0.3565  0.35
H -1.3504 -1.5541 3.4186  0.30
H 2.3775 -0.2874 3.4990  0.41
H 0.7843 -0.9937 3.7486  0.36
H 2.6652 1.1170 -0.1994  0.24
H -1.3907 0.1871 3.7224  0.39
H 3.6011 0.4360 1.1414  0.44
H 0.1344 5.0718 -1.3746  0.47
H 4.2637 0.2111 -2.0777  0.28
H 0.9705 -2.7927 1.5204  0.37
H 0.9679 0.7528 3.5732  0.36
H 4.6934 -1.4444 -2.5794  0.53
H 1.2966 -2.4674 -2.9392  0.08
H -3.0330 1.9115 1.7946  0.34
H -0.2597 4.9044 1.0756  0.50
H -0.5508 2.6725 2.1337  0.58
H -2.8881 -0.7213 3.5780  0.40
H 1.3798 -2.3814 -0.1397  0.24
H 2.5015 1.7654 1.4326  0.37
H -4.2589 0.6686 1.6290  0.47
H -3.5728 -2.2344 1.2813  0.42
H 0.2130 2.9612 -2.7250  0.50

Forces on atoms 1 to 6 (eV/Å):
Ir -0.1 0.2 0.1
Cl 0.0 -0.1 0.0
Cl -0.1 0.0 0.0
Si 0.0 0.0 0.0
Si 0.0 0.0 0.0
O 0.0 -0.1 -0.1

multiplicity: 1
energy above the lowest of the compared OMol25 structures with the same formula, charge and spin: 13.9 kcal per mole
E: -69805.3267 eV
charge: +1
orbital gap: 8.769 eV